{"formula": "C47H44IrN5O3S2", "method": "wB97M-V/def2-TZVPD", "species": ["Ir", "S", "S", "O", "O", "O", "N", "N", "N", "N", "N", "C", "C", "C", "C", "C", "C", "C", "C", "C", "C", "C", "C", "C", "C", "C", "C", "C", "C", "C", "C", "C", "C", "C", "C", "C", "C", "C", "C", "C", "C", "C", "C", "C", "C", "C", "C", "C", "C", "C", "C", "C", "C", "C", "C", "C", "C", "C", "H", "H", "H", "H", "H", "H", "H", "H", "H", "H", "H", "H", "H", "H", "H", "H", "H", "H", "H", "H", "H", "H", "H", "H", "H", "H", "H", "H", "H", "H", "H", "H", "H", "H", "H", "H", "H", "H", "H", "H", "H", "H", "H", "H"], "coordinates": [[0.0897, -0.2644, -0.1442], [-5.2482, 2.2879, 4.2651], [5.1295, -2.7140, 1.0179], [-1.6779, 3.4002, -3.7081], [3.8909, 0.3450, -1.9900], [4.1841, 4.9948, -1.7496], [2.3163, 3.1652, -1.8602], [1.2317, -0.8809, 1.5860], [1.4560, 1.3653, -0.6639], [0.2077, 2.3584, -2.3492], [-1.2006, 0.4217, 1.6421], [2.9216, 3.7031, -5.4790], [-3.0906, 1.3207, 2.8273], [3.8368, 0.7138, -0.6722], [-2.3728, 1.0195, 1.6596], [3.8095, 4.6197, -3.0125], [5.3297, -2.7603, 3.5807], [4.4435, -2.3903, 2.5944], [-6.3623, 2.9213, 2.0488], [-0.5570, 0.0058, 5.2702], [3.9431, 4.6270, -5.4104], [-2.4952, -0.0739, -1.6265], [-3.2976, 1.6981, -3.0377], [-2.0342, 2.2484, -3.0345], [2.7081, 1.2451, -0.0243], [4.3856, 5.0884, -4.1793], [6.5310, -3.2958, 3.0850], [5.1174, 0.9788, 1.3543], [-3.5218, 0.5306, -2.3216], [-4.3817, 1.9424, 2.7848], [-0.0714, -3.2802, -1.5458], [5.0278, 0.5865, 0.0344], [-1.1958, 0.4588, -1.5631], [2.8209, 1.6488, 1.3048], [1.2776, -4.0196, -1.3551], [-1.0013, 1.6410, -2.2871], [2.7764, 3.6626, -3.0792], [0.6561, -0.5883, 5.2474], [-0.5887, 0.0738, 2.8196], [-1.1675, -4.3554, -1.4086], [2.5603, -1.5030, 3.9715], [4.0096, 1.5146, 1.9925], [-2.4787, 0.9627, 4.0513], [1.3248, 2.2432, -1.6197], [0.6586, -0.5652, 2.7938], [-2.6172, 3.9923, -4.5682], [-0.1554, -2.6851, -2.9607], [-1.2345, 0.3614, 4.0630], [1.3177, -0.8991, 4.0176], [-0.2744, -2.2385, -0.4917], [2.4024, -1.4722, 1.5845], [6.5719, -3.3382, 1.7266], [2.8365, -0.4147, -2.5464], [3.1500, -1.7954, 2.7231], [-5.1270, 2.3492, 1.6997], [-6.5750, 2.9539, 3.3911], [5.2581, 5.8950, -1.6242], [2.3430, 3.2164, -4.3180], [2.8112, -1.7229, 0.6153], [-2.9858, 1.1727, 4.9819], [7.3527, -3.7030, 1.0892], [6.1757, 5.4822, -2.0535], [-4.5142, 0.1020, -2.3098], [5.0333, 6.8543, -2.1004], [-1.0902, -4.8544, -0.4459], [1.2650, -4.9348, -1.9448], [0.1347, 3.1779, -2.9383], [-3.4755, 4.3826, -4.0152], [-2.7076, -0.9865, -1.0865], [0.6534, -1.9811, -3.1316], [-0.0942, -3.4666, -3.7165], [-7.4252, 3.3304, 3.9254], [-2.1562, -3.9152, -1.4985], [3.3050, -1.1510, -3.2031], [-2.9551, 3.2867, -5.3319], [1.9484, 2.0721, 1.7815], [-4.8004, 2.2362, 0.6821], [2.1242, -3.4190, -1.6735], [1.1581, -0.8512, 6.1687], [-2.0925, 4.8183, -5.0456], [-0.7850, -2.6346, 0.3920], [2.1637, 0.2130, -3.1396], [6.0500, 0.8668, 1.8835], [1.4163, -4.2816, -0.3084], [5.1929, 5.8001, -4.1416], [5.8661, 0.1492, -0.4850], [5.1259, -2.6503, 4.6304], [4.0642, 1.8198, 3.0254], [-7.0739, 3.2899, 1.3303], [4.4152, 4.9921, -6.3082], [3.0713, -1.7489, 4.8897], [2.9990, 3.2609, -1.1168], [7.3346, -3.6414, 3.7133], [2.5864, 3.3328, -6.4356], [-2.7878, 1.2605, 0.6897], [2.2561, -0.9305, -1.7709], [-4.1065, 2.1711, -3.5688], [-1.0491, 0.2320, 6.2065], [1.5801, 2.4567, -4.3884], [-1.0499, -5.1046, -2.1900], [5.3982, 6.0476, -0.5556], [-1.1025, -2.1615, -3.0698]], "forces_ev_per_a": [[-0.4, -3.4, -1.2], [-0.1, 0.1, -0.8], [0.3, -0.2, 0.8], [0.2, -0.3, 0.3], [0.3, 0.5, 0.4], [-0.3, -0.3, -0.2], [0.4, 0.3, 0.3], [-1.3, 0.7, 0.3], [-0.3, 0.2, 0.1], [0.1, 0.3, -0.3], [1.0, 0.3, 0.3], [0.1, 0.1, -0.1], [1.5, -0.9, 1.1], [0.0, -0.1, 0.0], [-0.3, -0.1, 0.1], [-0.1, 0.0, -0.1], [-0.6, 0.3, -0.3], [1.4, -0.6, -0.3], [-0.4, 0.1, 0.2], [0.1, -0.1, 0.2], [-0.1, 0.0, -0.1], [-0.2, 0.0, -0.1], [-0.1, 0.3, -0.2], [0.2, -0.2, 0.2], [0.2, 0.2, -0.2], [0.0, 0.0, 0.2], [0.3, -0.1, -0.2], [0.1, 0.1, 0.0], [0.0, -0.1, 0.0], [-1.3, 0.7, 0.1], [-0.7, -0.3, -0.7], [-0.1, 0.0, -0.1], [0.4, 0.1, 0.3], [0.1, 0.0, -0.2], [-0.3, 0.5, 0.2], [-0.4, -0.1, -0.1], [0.1, -0.1, -0.1], [-0.2, 0.1, 0.2], [-2.0, 1.0, 0.2], [0.2, 0.1, -0.1], [0.8, -0.4, -1.1], [0.0, 0.0, 0.1], [-0.8, 0.6, -1.2], [0.1, -0.5, 0.7], [1.6, -0.8, 0.2], [0.0, 0.1, -0.1], [0.1, -0.1, 0.3], [0.9, -0.5, -0.7], [-0.8, 0.4, -0.7], [0.5, 3.1, 0.7], [0.5, -0.3, -0.1], [-0.5, 0.2, -0.2], [-0.3, -0.5, -0.1], [-1.6, 0.7, 1.2], [0.7, -0.3, 0.4], [0.4, -0.2, 0.2], [0.2, 0.1, 0.1], [0.0, 0.0, 0.0], [-0.2, 0.1, -0.2], [0.0, 0.0, 0.2], [0.2, -0.1, -0.1], [0.0, 0.0, 0.0], [-0.1, -0.1, 0.0], [0.0, 0.0, 0.0], [0.0, -0.1, 0.2], [0.0, -0.1, -0.1], [0.1, 0.0, 0.2], [0.0, 0.0, 0.0], [0.0, -0.1, 0.1], [0.0, 0.2, 0.0], [0.0, -0.1, -0.1], [-0.2, 0.1, 0.1], [-0.2, 0.1, 0.0], [0.0, 0.0, 0.0], [0.0, 0.0, 0.0], [-0.1, 0.0, 0.0], [0.1, 0.0, -0.2], [0.1, 0.2, 0.0], [0.0, 0.0, 0.1], [-0.1, 0.0, 0.0], [0.8, -0.8, 0.4], [0.0, -0.1, 0.1], [0.1, -0.1, 0.1], [0.1, -0.1, 0.1], [0.1, 0.1, 0.0], [0.1, 0.0, 0.0], [-0.1, 0.0, 0.2], [0.0, 0.1, 0.1], [-0.1, 0.1, -0.1], [0.0, 0.0, -0.1], [0.0, 0.0, 0.1], [-0.2, -0.1, 0.0], [0.1, 0.0, 0.1], [0.0, 0.0, -0.1], [0.0, 0.0, -0.1], [0.0, 0.2, -0.2], [-0.1, 0.1, -0.1], [0.0, 0.0, 0.1], [0.0, -0.1, 0.0], [-0.1, -0.1, -0.1], [0.0, 0.0, -0.1], [0.0, 0.1, -0.1]], "total_charge": 0, "lumo_ev": [-0.71, -0.71]}


{"formula": "C47H45CaGeIN10O2Se", "method": "wB97M-V/def2-TZVPD", "species": ["I", "Se", "Ge", "Ca", "O", "O", "N", "N", "N", "N", "N", "N", "N", "N", "N", "N", "C", "C", "C", "C", "C", "C", "C", "C", "C", "C", "C", "C", "C", "C", "C", "C", "C", "C", "C", "C", "C", "C", "C", "C", "C", "C", "C", "C", "C", "C", "C", "C", "C", "C", "C", "C", "C", "C", "C", "C", "C", "C", "C", "C", "C", "C", "C", "H", "H", "H", "H", "H", "H", "H", "H", "H", "H", "H", "H", "H", "H", "H", "H", "H", "H", "H", "H", "H", "H", "H", "H", "H", "H", "H", "H", "H", "H", "H", "H", "H", "H", "H", "H", "H", "H", "H", "H", "H", "H", "H", "H", "H"], "coordinates": [[3.4625, 0.6650, 1.5030], [1.8558, 3.5698, 0.0195], [4.6324, 3.3798, -1.7371], [-0.0461, 0.0621, 0.2975], [-4.6858, 1.5699, 3.0861], [-1.5890, -1.5006, 0.3493], [0.4353, 0.6493, 2.5052], [-5.0428, -4.0021, -8.0616], [0.4312, -2.1812, 3.0308], [1.4019, -0.0428, -1.6710], [2.4604, -2.1848, -1.2620], [1.1972, -1.7522, 0.7483], [-0.7417, 0.0336, 2.9964], [-1.8565, 0.9322, -1.3947], [-3.0549, 0.1363, -3.0703], [-4.8691, -2.6964, 1.0821], [-3.6229, 1.3431, -2.7069], [2.0975, -2.4043, -0.0320], [-5.0212, 0.2207, 3.4152], [-2.9862, -2.0335, -4.1715], [1.2059, 0.9411, -2.5704], [2.8763, 2.8430, 5.1633], [-1.8406, 0.8873, 3.6431], [-4.3770, -0.2851, -5.0673], [5.4271, 4.3009, -3.2742], [4.6962, 1.4512, -2.0434], [-4.7857, -1.1294, -6.0823], [2.5334, 1.5927, 3.1349], [-0.5221, -1.3414, 3.5176], [-2.8747, 1.8137, -1.6776], [3.3607, -5.4140, 2.6068], [-1.2338, -1.7077, 4.6063], [1.1308, -2.3850, 1.9650], [-4.2927, -2.4284, -6.1521], [2.4003, -4.4606, 2.9311], [-2.7249, -1.6162, 0.9475], [-3.6600, -2.6293, 0.5725], [2.7610, 4.0026, -1.6478], [5.5578, 3.9028, -0.0997], [3.9716, -5.4232, 1.3534], [-3.2649, -3.6223, -0.4790], [0.3435, 4.7741, -0.2422], [1.6150, 2.4453, 5.5738], [2.4582, -1.2810, -3.4289], [1.5790, 0.8858, -3.8910], [2.0808, -3.5313, 1.9637], [2.2102, -0.2801, -4.3336], [-4.4195, -0.7888, 2.4735], [-4.7112, -3.3032, -7.2126], [-3.4762, -0.7328, -4.1084], [-3.1010, -0.7407, 1.9832], [-2.3680, 0.4150, 4.9248], [-3.3905, -2.8746, -5.1900], [-5.2477, -1.7774, 1.9815], [1.1930, 1.2984, 3.4584], [-2.1231, 0.3239, 2.3124], [-2.1104, -0.8298, 5.3372], [2.0670, -1.1496, -2.0772], [3.3397, 2.3754, 3.9414], [0.7982, 1.6815, 4.7547], [-1.9975, -0.0550, -2.2416], [2.6863, -3.5396, 0.7211], [3.6396, -4.4793, 0.3863], [4.9364, 3.9990, -4.2000], [-2.5011, -1.1747, 6.2859], [-2.1974, -3.8338, -0.4213], [-3.0059, 2.7277, -1.1237], [-5.4849, -0.7797, -6.8289], [5.6977, 1.0664, -1.8492], [-2.9091, 1.1303, 5.5278], [5.2543, 3.2668, 0.7306], [5.3347, 5.3823, -3.1713], [0.6985, 1.8226, -2.1895], [4.4333, 1.2235, -3.0762], [-4.5006, 1.7431, -3.1770], [2.5147, -0.3849, -5.3672], [3.5100, 3.4491, 5.7952], [-6.1071, 0.0872, 3.4190], [-5.0479, 1.7547, 2.2133], [-0.1769, 4.5277, -1.1662], [-3.0123, -3.8862, -5.2363], [-6.2766, -1.8373, 2.3197], [6.4862, 4.0543, -3.3534], [1.9204, -4.4387, 3.9003], [0.6863, 5.8062, -0.2717], [-1.5673, 1.9338, 3.6081], [-4.7547, 0.7261, -5.0416], [1.3797, 1.7176, -4.5517], [2.1905, 3.5963, -2.4851], [-0.1416, 1.3591, 5.1712], [1.2493, 2.7207, 6.5553], [3.6414, -6.1610, 3.3381], [6.6359, 3.8122, -0.2346], [2.9728, -2.1899, -3.7036], [4.1047, -4.4735, -0.5902], [3.9943, 0.9305, -1.3912], [4.3527, 2.5883, 3.6278], [2.7715, 5.0911, -1.7317], [-1.0388, -2.7002, 4.9838], [-1.9606, 1.0704, 1.5350], [-4.6733, 0.0734, 4.4339], [5.3256, 4.9371, 0.1549], [-0.3299, 4.6428, 0.6035], [-2.3044, -2.4076, -3.4214], [-3.4736, -3.2257, -1.4772], [-1.3676, -0.9275, -2.2792], [-3.8433, -4.5356, -0.3568], [4.7161, -6.1770, 1.1323]], "forces_ev_per_a": [[0.0, 0.1, 0.1], [-0.2, 0.0, 0.0], [0.0, 0.0, 0.0], [0.4, 0.8, -0.5], [0.0, 0.0, 0.0], [-0.1, -0.1, 0.1], [-0.6, 0.2, -0.3], [0.0, 0.0, 0.0], [0.0, 0.0, 0.0], [0.1, -0.3, -0.3], [0.0, 0.0, 0.0], [0.3, -0.6, 0.2], [-0.1, -0.3, 0.2], [0.1, 0.0, 0.1], [0.0, 0.0, 0.0], [0.0, 0.0, 0.0], [0.0, 0.0, 0.0], [-0.1, 0.2, -0.1], [0.0, 0.0, 0.0], [0.0, 0.0, 0.1], [-0.2, 0.0, 0.1], [-0.1, 0.0, 0.0], [0.0, 0.2, 0.0], [0.0, 0.0, 0.0], [0.0, 0.0, 0.0], [0.0, 0.0, 0.0], [0.0, 0.0, 0.0], [0.1, 0.0, -0.1], [0.1, 0.0, 0.0], [0.0, 0.0, 0.0], [0.0, 0.0, 0.0], [0.0, 0.0, -0.1], [-0.2, 0.1, 0.2], [0.0, 0.0, 0.0], [0.0, 0.0, 0.0], [0.0, 0.0, 0.0], [0.0, 0.0, 0.0], [0.0, 0.0, 0.0], [0.0, 0.0, 0.0], [0.0, 0.0, 0.0], [0.0, 0.0, 0.0], [0.0, 0.0, 0.0], [0.1, 0.0, 0.0], [0.0, 0.0, 0.0], [0.0, -0.1, 0.0], [0.1, 0.0, -0.1], [0.0, 0.0, 0.1], [0.0, 0.0, 0.0], [0.0, 0.0, 0.0], [0.0, -0.1, -0.1], [0.0, 0.0, 0.0], [0.0, -0.1, 0.0], [0.0, 0.0, 0.0], [0.0, 0.0, 0.0], [0.2, -0.3, 0.2], [0.0, 0.1, 0.2], [0.0, 0.1, 0.0], [-0.1, 0.1, 0.1], [0.0, 0.0, 0.0], [0.0, 0.0, 0.0], [0.0, 0.0, 0.0], [0.0, 0.0, 0.1], [0.0, 0.0, 0.0], [0.0, 0.0, 0.0], [0.0, 0.0, 0.0], [0.0, 0.0, 0.0], [0.0, 0.0, 0.0], [0.0, 0.0, 0.0], [0.0, 0.0, 0.0], [0.0, 0.0, 0.0], [0.0, 0.0, 0.0], [0.0, 0.0, 0.0], [0.0, 0.0, 0.0], [0.0, 0.0, 0.0], [0.0, 0.0, 0.0], [0.0, 0.0, 0.0], [0.0, 0.0, 0.0], [0.0, 0.0, 0.0], [0.0, 0.0, 0.0], [0.0, 0.0, 0.0], [0.0, 0.0, 0.0], [0.0, 0.0, 0.0], [0.0, 0.0, 0.0], [0.0, 0.0, 0.0], [0.0, 0.0, 0.0], [0.1, 0.0, 0.0], [0.0, 0.0, 0.0], [0.0, 0.0, 0.0], [0.0, 0.0, 0.0], [-0.1, 0.0, 0.0], [0.0, 0.0, 0.0], [0.0, 0.0, 0.0], [0.0, 0.0, 0.0], [0.0, 0.0, 0.0], [0.0, 0.0, 0.0], [0.0, 0.0, 0.0], [0.0, 0.0, 0.0], [0.0, 0.0, 0.0], [0.0, 0.0, 0.0], [0.1, 0.0, 0.0], [0.0, 0.0, 0.0], [0.0, 0.0, 0.0], [0.0, 0.0, 0.0], [0.0, 0.0, 0.0], [0.0, 0.0, 0.0], [0.0, 0.0, 0.0], [0.0, 0.0, 0.0], [0.0, 0.0, 0.0]], "e_above_lowest_kcal_mol": 104.9, "total_charge": 0, "lumo_ev": -0.54}


| no. | total energy (a.u.) |
| --- | --- |
| 1 | -3217.5224 |
| 2 | -7969.7427 |